No. 1
DFT (the ωB97M-V functional and the def2-TZVPD basis) results for a structure of composition C17H13BrClIrN2O.

Geometry as XYZ:
```
36
Properties=species:S:1:pos:R:3:lowdin_charge:R:1
Ir -0.31 -1.31 -0.15 1.478
Br 6.72 0.91 0.00 0.941
C 5.12 0.01 -0.04 -0.664
C 5.12 -1.39 -0.09 -0.099
C 3.90 -2.01 -0.12 0.024
C 2.67 -1.28 -0.12 -0.274
O 1.60 -2.02 -0.18 -0.287
C 2.67 0.18 -0.04 -0.127
C 1.55 1.04 0.00 -0.087
N 0.27 0.63 0.03 -0.139
C -0.79 1.53 0.05 -0.224
C -0.72 2.91 0.18 0.009
C -1.90 3.69 0.18 -0.047
C -3.13 3.13 0.05 -0.018
C -3.25 1.72 -0.08 -0.140
C -4.48 1.04 -0.21 0.037
C -4.53 -0.32 -0.32 -0.012
C -3.33 -1.04 -0.31 -0.080
N -2.15 -0.43 -0.20 -0.086
C -2.08 0.94 -0.08 -0.145
C 3.93 0.77 -0.02 -0.050
H 6.05 -1.95 -0.10 0.114
H 3.82 -3.08 -0.16 0.058
H 1.75 2.10 -0.03 0.113
H 0.23 3.41 0.30 0.106
H -1.80 4.76 0.29 0.117
H -4.03 3.73 0.05 0.121
H -5.40 1.62 -0.21 0.134
H -5.46 -0.86 -0.42 0.121
H -3.32 -2.11 -0.39 0.104
H 4.02 1.84 0.04 0.114
C -1.07 -3.08 0.55 -0.287
H -1.74 -3.51 -0.20 0.003
H -1.63 -2.96 1.49 0.014
H -0.26 -3.79 0.74 -0.054
Cl 1.95 -4.81 -0.50 0.213
```

Output
Multiplicity: 6
Calculated total energy: -108260.7527 eV
E_HOMO (alpha / beta): -0.339 / -0.427 hartree
Lowest unoccupied orbital energy (alpha / beta): -3.6439 / -6.4138 eV
Net charge: +1


No. 2
DFT (the ωB97M-V functional and the def2-TZVPD basis) results for a structure of composition C17H13BrN4O2PdS.

Geometry as XYZ:
```
39
Properties=species:S:1:pos:R:3:lowdin_charge:R:1
Pd 0.03 0.08 -0.01 0.784
O 3.37 0.41 -5.49 0.094
C 2.58 0.40 -4.40 -0.315
C 2.79 -0.47 -3.38 -0.020
C 1.87 -0.69 -2.31 -0.114
N 0.99 0.10 -1.81 -0.139
C 0.91 1.90 -3.42 -0.701
Br -0.18 3.43 -3.71 0.809
C 1.53 1.38 -4.51 -0.084
H 4.06 -0.27 -5.40 0.118
H 3.61 -1.17 -3.45 0.108
H 1.87 -1.67 -1.85 0.100
H 1.31 1.76 -5.49 0.101
C -2.18 3.20 4.21 -0.080
C -1.94 1.96 4.81 -0.080
C -1.50 0.89 4.06 -0.029
C -1.30 1.06 2.69 -0.235
C -1.55 2.28 2.08 -0.037
C -1.99 3.35 2.85 -0.062
N -0.87 -0.03 1.86 -0.067
N -1.04 -1.17 2.34 0.099
C -0.71 -2.21 1.46 -0.294
C -0.88 -3.53 1.89 -0.027
C -0.63 -4.56 1.00 -0.088
C -0.24 -4.26 -0.30 -0.081
C -0.07 -2.94 -0.71 -0.125
C -0.30 -1.89 0.16 -0.191
H -2.52 4.03 4.81 0.104
H -2.09 1.84 5.88 0.104
H -1.31 -0.07 4.52 0.103
H -1.43 2.41 1.02 0.065
H -2.18 4.30 2.37 0.112
H -1.21 -3.72 2.90 0.111
H -0.75 -5.58 1.31 0.102
H -0.06 -5.06 -1.00 0.103
H 0.22 -2.74 -1.74 0.078
O -0.04 3.45 -0.57 -0.695
S 0.91 2.30 -0.53 0.750
N 0.94 1.47 -2.15 -0.381
```

Output
Multiplicity: 1
Calculated total energy: -112248.7049 eV
Relative energy (zero: lowest compared OMol25 entry of this formula, charge and spin): 2.242 eV
E_HOMO: -0.262 hartree
Lowest unoccupied orbital energy: -1.0305 eV


No. 3
DFT (the ωB97M-V functional and the def2-TZVPD basis) results for a structure of composition C17H13Cl3CsGeN4O4Se.

Geometry as XYZ:
```
44
Properties=species:S:1:pos:R:3:lowdin_charge:R:1
Cs -1.53 -0.85 -0.05 1.180
C -1.71 4.97 0.66 -0.122
C -0.70 4.59 1.53 -0.112
C 0.03 3.43 1.31 -0.056
C -0.23 2.62 0.19 -0.343
C -1.27 3.01 -0.67 -0.056
C -1.99 4.17 -0.43 -0.113
N 0.44 1.41 -0.01 -0.017
C 1.73 1.38 -0.20 -0.250
C 2.52 2.58 -0.44 -0.036
C 3.84 2.54 -0.72 -0.121
C 4.56 1.30 -0.77 -0.142
C 3.88 0.15 -0.54 -0.069
C 2.48 0.12 -0.24 -0.214
N 1.82 -1.05 0.02 0.039
N 2.54 -2.10 0.00 0.007
C 1.88 -3.30 0.28 -0.331
C 2.69 -4.44 0.17 -0.044
C 2.15 -5.69 0.42 -0.105
C 0.81 -5.79 0.78 -0.096
C 0.09 -4.61 0.88 -0.148
N 0.60 -3.40 0.65 0.087
H -2.30 5.86 0.85 0.084
H -0.48 5.19 2.41 0.088
H 0.81 3.12 2.00 0.111
H -1.50 2.38 -1.52 0.104
H -2.81 4.42 -1.10 0.081
H 2.00 3.53 -0.43 0.097
H 4.37 3.47 -0.91 0.087
H 5.62 1.29 -1.00 0.074
H 4.38 -0.81 -0.58 0.085
H 3.72 -4.31 -0.11 0.096
H 2.77 -6.58 0.33 0.092
H 0.34 -6.74 0.97 0.088
H -0.96 -4.64 1.15 0.110
Cl -3.43 1.14 1.74 -0.144
Ge -4.75 0.31 -0.12 -0.019
Cl -6.73 0.22 0.84 0.034
Cl -5.05 2.18 -1.41 -0.035
O -4.76 -3.77 -1.32 -0.478
Se -4.11 -2.29 -1.22 0.663
O -2.77 -2.11 -2.13 -0.660
O -3.76 -1.84 0.34 -0.900
O -5.22 -1.06 -1.58 -0.598
```

Output
Multiplicity: 2
Calculated total energy: -191970.0110 eV
Relative energy (zero: lowest compared OMol25 entry of this formula, charge and spin): 1.104 eV
E_HOMO (alpha / beta): -0.057 / -0.070 hartree
Lowest unoccupied orbital energy (alpha / beta): 4.0371 / 4.0268 eV
Net charge: -2


No. 4
DFT (the ωB97M-V functional and the def2-TZVPD basis) results for a structure of composition C17H13F6N4O4S4Sn.

Geometry as XYZ:
```
49
Properties=species:S:1:pos:R:3:lowdin_charge:R:1
Sn 0.75 -1.57 16.38 0.984
F -2.43 -5.77 13.35 0.101
C -1.14 -6.21 13.39 -0.666
F -0.57 -6.03 12.21 0.148
F -1.11 -7.47 13.81 0.138
S -0.39 -5.10 14.65 0.542
O -0.35 -3.79 14.01 -0.335
O -1.22 -5.04 15.80 -0.267
N 0.95 -5.84 14.94 -0.302
S 2.37 -5.12 15.36 0.634
O 3.35 -5.38 14.36 -0.283
O 2.27 -3.78 15.92 -0.481
C 2.92 -6.10 16.90 -0.641
F 3.24 -7.36 16.54 0.112
F 4.05 -5.43 17.21 0.096
F 2.10 -6.16 17.93 0.162
C -0.46 -0.89 13.35 -0.071
C -1.71 -1.30 14.17 -0.338
C -2.94 -1.42 13.47 -0.010
C -4.07 -1.93 14.18 -0.001
C -3.95 -2.34 15.50 -0.176
C -5.06 -2.78 16.28 -0.056
C -4.89 -3.20 17.59 -0.050
C -3.51 -3.16 18.08 -0.108
C -2.47 -2.53 17.44 -0.651
S -1.02 -2.09 18.34 0.505
C -2.70 -2.13 16.13 -0.240
N -1.60 -1.63 15.45 0.005
H -0.81 -0.55 12.32 0.092
H 0.28 -1.74 13.38 0.062
H -0.05 0.01 13.84 0.040
H -3.09 -1.10 12.45 0.095
H -4.96 -2.05 13.53 0.118
H -6.03 -2.84 15.81 0.095
H -5.66 -3.63 18.17 0.078
H -3.25 -3.76 18.95 0.092
C 3.92 2.75 19.89 -0.041
C 3.37 1.49 19.34 -0.288
C 3.73 0.17 19.70 -0.040
C 3.19 -0.84 19.00 -0.114
N 2.27 -0.57 18.04 -0.095
C 1.83 0.71 17.86 -0.879
S 0.59 1.04 16.67 0.482
N 2.32 1.74 18.49 0.078
H 4.96 2.72 19.59 0.080
H 3.99 2.64 20.96 0.077
H 3.38 3.62 19.51 0.083
H 4.45 -0.10 20.48 0.109
H 3.34 -1.89 19.24 0.125
```

Output
Multiplicity: 1
Calculated total energy: -97470.2110 eV
E_HOMO: -0.161 hartree
Lowest unoccupied orbital energy: 2.5253 eV
Net charge: -1